No. 1
{"formula": "C30H29BrFeN6O3Si", "method": "ωB97M-V/def2-TZVPD", "relative_energy_kcal_mol": 2.8, "s_squared": 0.785, "multiplicity": 2, "charge": -1, "homo_energy_ev": [-3.9, -5.0], "elements": ["Fe", "O", "C", "C", "C", "C", "C", "C", "C", "N", "C", "C", "N", "C", "C", "C", "C", "C", "C", "C", "O", "H", "H", "H", "H", "H", "H", "H", "H", "H", "H", "H", "H", "H", "H", "C", "Si", "C", "C", "C", "C", "H", "H", "H", "H", "H", "H", "H", "H", "H", "N", "C", "O", "C", "C", "N", "C", "N", "H", "H", "Br", "C", "C", "C", "N", "C", "C", "H", "H", "H", "H"], "coordinates": [[-0.19477, -0.24207, -0.91889], [0.44505, -2.00066, -1.47232], [1.27648, -2.22702, -2.43492], [1.73423, -3.55742, -2.63240], [2.67690, -3.86915, -3.58010], [3.22270, -2.88612, -4.41071], [2.78025, -1.59222, -4.26515], [1.81764, -1.23147, -3.31139], [1.40637, 0.15587, -3.28731], [0.52809, 0.63343, -2.50038], [0.14938, 2.03561, -2.56681], [0.12326, 2.59476, -1.15861], [-0.85769, 1.78069, -0.36323], [-2.22890, 2.16103, -0.63771], [-3.26328, 1.32643, -1.04958], [-4.58666, 1.84803, -0.98104], [-5.68295, 1.13726, -1.39208], [-5.50739, -0.15691, -1.90628], [-4.24868, -0.70298, -2.00841], [-3.08021, -0.00207, -1.61598], [-1.93136, -0.54084, -1.80530], [1.31685, -4.32069, -1.98656], [3.00667, -4.89754, -3.67996], [3.97563, -3.13702, -5.14536], [3.18505, -0.80970, -4.89867], [1.87895, 0.81857, -4.01705], [-0.86807, 2.08270, -2.96992], [0.81862, 2.61494, -3.20951], [-0.19280, 3.64205, -1.15478], [1.09990, 2.50637, -0.68638], [-2.44378, 3.19127, -0.36774], [-4.71121, 2.84601, -0.57385], [-6.67378, 1.56648, -1.31474], [-6.36825, -0.73005, -2.23075], [-4.10046, -1.68856, -2.43429], [1.79037, 1.44858, 4.11216], [0.01650, 2.03542, 3.93789], [-1.15783, 0.90886, 4.88216], [-0.15121, 3.78463, 4.60411], [-0.41192, 2.00511, 2.16390], [-0.61569, 1.88724, 0.97900], [2.11116, 1.44666, 5.15653], [2.46247, 2.09724, 3.54749], [1.91350, 0.43797, 3.71816], [-1.16557, 1.17441, 5.94236], [-0.87243, -0.13972, 4.79878], [-2.17599, 1.00680, 4.50139], [0.15599, 3.83746, 5.65098], [-1.18763, 4.12143, 4.53705], [0.46421, 4.47991, 4.03127], [2.97281, -1.61437, 0.06104], [2.78122, -0.26926, -0.15457], [1.62831, 0.21080, -0.02510], [3.89298, 0.54762, -0.47338], [5.18663, 0.00106, -0.58045], [6.25013, -0.44789, -0.65559], [3.67968, 1.90432, -0.78378], [3.50628, 3.01844, -1.04267], [2.14857, -2.15839, -0.16570], [3.83671, -2.00355, -0.28700], [-1.36494, -4.79812, 3.81845], [-1.17596, -3.36703, 2.59053], [-2.03669, -3.25925, 1.51701], [-1.83410, -2.21900, 0.62624], [-0.87232, -1.30648, 0.77399], [-0.06288, -1.42255, 1.83001], [-0.16758, -2.43870, 2.76302], [-2.83005, -3.97303, 1.35209], [-2.45412, -2.11756, -0.25381], [0.70816, -0.66829, 1.90852], [0.52949, -2.49973, 3.58607]], "forces_ev_per_angstrom": [[-0.37, 0.14, 0.27], [0.11, 0.03, -0.11], [-0.05, 0.11, -0.15], [0.03, 0.03, -0.01], [-0.01, -0.09, 0.03], [0.06, 0.05, -0.08], [0.00, -0.03, 0.02], [-0.03, -0.11, 0.09], [-0.13, -0.11, 0.00], [0.05, 0.24, 0.31], [-0.09, -0.06, -0.07], [0.02, -0.04, -0.02], [0.40, -0.35, -0.17], [-0.06, -0.05, 0.01], [0.15, -0.12, -0.12], [-0.08, 0.01, -0.03], [0.00, 0.07, 0.03], [-0.02, -0.08, -0.02], [0.02, 0.05, -0.04], [0.00, 0.20, 0.10], [0.10, -0.17, 0.09], [-0.01, 0.01, 0.01], [0.00, 0.00, 0.00], [0.00, 0.01, 0.00], [0.00, 0.00, -0.01], [0.00, -0.02, -0.03], [0.03, 0.03, -0.09], [0.03, 0.02, 0.06], [0.00, 0.00, 0.01], [-0.12, -0.01, -0.02], [-0.05, -0.03, 0.08], [0.00, 0.00, 0.00], [0.00, 0.00, 0.00], [0.00, 0.00, 0.00], [0.01, 0.00, 0.01], [-0.11, 0.05, 0.00], [0.06, -0.03, 0.06], [0.05, 0.13, -0.03], [-0.01, -0.11, -0.07], [0.00, -0.03, 0.08], [-0.01, 0.07, 0.06], [-0.01, 0.01, 0.01], [0.00, 0.01, 0.00], [-0.02, -0.01, 0.00], [0.01, -0.03, 0.01], [0.02, -0.05, -0.05], [0.00, 0.02, 0.00], [0.01, -0.01, 0.01], [-0.01, 0.00, 0.00], [0.02, 0.00, -0.01], [0.03, 0.12, -0.07], [0.01, -0.30, 0.03], [-0.39, 0.15, -0.05], [-0.04, -0.17, 0.00], [0.26, 0.11, -0.01], [-0.07, -0.09, 0.00], [0.04, 0.21, 0.05], [-0.03, -0.05, -0.03], [-0.04, 0.03, 0.10], [0.00, 0.01, 0.01], [0.00, 0.04, -0.02], [0.01, -0.02, 0.04], [-0.01, -0.04, 0.03], [-0.08, 0.11, -0.10], [0.29, -0.10, -0.17], [-0.03, 0.21, -0.02], [-0.03, 0.00, 0.05], [0.00, 0.00, 0.00], [0.06, 0.03, -0.04], [0.04, -0.01, -0.03], [-0.01, 0.00, 0.01]], "mulliken_spin": [0.00, 0.00, 0.00, 0.00, 0.00, 0.00, 0.00, 0.00, 0.00, 0.01, 0.02, -0.01, 0.01, 0.49, -0.08, 0.16, -0.06, 0.16, -0.09, 0.23, 0.12, 0.00, 0.00, 0.00, 0.00, 0.00, 0.01, 0.00, 0.01, 0.01, 0.00, 0.00, 0.00, 0.02, 0.00, 0.00, 0.00, 0.00, 0.00, 0.03, -0.02, 0.00, 0.00, 0.00, 0.00, 0.00, 0.00, 0.00, 0.00, 0.00, 0.00, 0.00, 0.00, 0.00, 0.00, 0.00, 0.00, 0.00, 0.00, 0.00, 0.00, 0.00, 0.00, 0.00, 0.00, 0.00, 0.00, 0.00, 0.00, 0.00, 0.00]}



No. 2
{"formula": "C18H36AsF6O18", "method": "ωB97M-V/def2-TZVPD", "charge": -1, "homo_energy_ev": -7.8, "elements": ["As", "F", "F", "F", "F", "F", "F", "C", "O", "C", "O", "O", "C", "H", "H", "H", "H", "H", "H", "C", "O", "C", "O", "O", "C", "H", "H", "H", "H", "H", "H", "C", "O", "C", "O", "O", "C", "H", "H", "H", "H", "H", "H", "C", "O", "C", "O", "O", "C", "H", "H", "H", "H", "H", "H", "C", "O", "C", "O", "O", "C", "H", "H", "H", "H", "H", "H", "C", "O", "C", "O", "O", "C", "H", "H", "H", "H", "H", "H"], "coordinates": [[0.01803, -1.38069, 0.84439], [0.76736, -0.21190, -0.21582], [1.04875, -2.59014, 0.14697], [-0.71561, -2.49700, 1.94350], [-1.01778, -0.12745, 1.47030], [-1.16580, -1.71529, -0.37635], [1.16797, -1.09621, 2.07889], [-5.10085, 4.27460, 2.03679], [-4.11013, 3.25864, 1.94035], [-3.57911, 3.06276, 0.71846], [-3.96661, 3.60013, -0.29301], [-2.52727, 2.28016, 0.84181], [-1.86362, 1.78260, -0.31177], [-4.86428, 4.84941, 2.93338], [-6.06984, 3.80974, 2.22790], [-5.13845, 4.90397, 1.15573], [-2.49912, 1.03536, -0.79491], [-0.92302, 1.34422, -0.01668], [-1.74936, 2.56620, -1.06537], [-3.49030, 0.81855, 3.46677], [-2.27863, 0.46513, 4.10872], [-1.94670, -0.81057, 4.33806], [-0.98131, -1.14858, 4.94617], [-2.84172, -1.64611, 3.76904], [-2.76554, -2.99372, 4.19543], [-3.32590, 0.92220, 2.39197], [-3.80187, 1.81996, 3.78404], [-4.31425, 0.15556, 3.71230], [-3.20159, -3.62698, 3.42914], [-3.35185, -3.12402, 5.11276], [-1.73593, -3.27311, 4.40204], [-0.99521, 3.62856, 3.08498], [0.00295, 3.21112, 2.15983], [0.81972, 2.24146, 2.62008], [0.84713, 1.85043, 3.74330], [1.69059, 1.84767, 1.69123], [1.92565, 2.54773, 0.48109], [-0.47723, 4.12403, 3.91676], [-1.59293, 2.81790, 3.48608], [-1.57849, 4.42663, 2.63441], [2.07021, 3.61995, 0.63940], [1.13036, 2.40608, -0.24448], [2.86976, 2.14361, 0.12033], [3.93027, -1.40106, 0.39997], [4.54103, -0.14397, 0.71939], [4.54527, 0.22775, 1.99336], [4.00453, -0.32486, 2.89969], [5.23734, 1.38087, 2.09296], [4.85957, 2.19041, 3.20146], [3.25878, -1.24018, -0.43777], [3.37016, -1.79929, 1.23990], [4.71463, -2.09434, 0.09285], [3.81963, 2.00755, 3.48225], [4.92070, 3.22584, 2.87304], [5.46798, 1.98110, 4.07942], [4.64081, -1.54529, -6.09795], [3.25326, -1.39806, -5.87173], [2.84738, -1.34798, -4.59372], [3.55508, -1.45286, -3.62690], [1.54645, -1.19084, -4.59131], [0.93306, -1.09679, -3.30613], [4.78336, -2.25929, -6.90523], [5.15295, -1.81682, -5.17924], [5.05381, -0.59665, -6.45388], [1.35783, -0.23326, -2.79886], [1.11693, -2.02049, -2.76317], [-0.13951, -0.94473, -3.37870], [-1.69182, -4.05034, -2.37301], [-0.92968, -3.80945, -3.56377], [-1.49992, -3.13740, -4.55111], [-2.61975, -2.70002, -4.59074], [-0.58069, -3.03186, -5.52250], [-0.97273, -2.28729, -6.66332], [-0.97233, -3.89259, -1.57478], [-2.08253, -5.06864, -2.33481], [-2.54405, -3.38607, -2.25773], [-0.41479, -2.66994, -7.51209], [-0.82070, -1.22478, -6.47964], [-2.03056, -2.42094, -6.90024]], "forces_ev_per_angstrom": [[0.22, -0.08, 0.72], [-0.01, 0.21, -0.12], [-0.08, -0.35, -0.09], [-0.38, -0.51, -0.36], [0.01, 0.02, 0.18], [-0.25, -0.06, -0.23], [0.42, 0.39, -0.07], [-0.32, -0.06, 0.65], [0.16, 0.04, -0.36], [0.36, 0.66, -0.60], [-0.05, -0.34, 0.13], [-0.17, -0.10, 0.83], [-0.59, 0.23, -1.44], [0.12, 0.12, -0.15], [-0.01, -0.04, -0.28], [0.05, -0.03, -0.08], [0.15, -0.20, 0.25], [-0.10, 0.16, 0.13], [0.18, 0.19, 0.28], [-0.53, 0.47, -0.42], [0.33, 0.17, 0.62], [-0.45, -0.03, -0.81], [0.11, 0.14, 0.43], [-0.28, 0.15, 0.14], [0.07, -0.35, 0.40], [-0.08, -0.55, 0.24], [0.51, -0.22, 0.34], [0.11, -0.30, -0.14], [0.11, 0.14, -0.21], [0.06, 0.09, -0.03], [0.02, -0.05, -0.17], [0.74, 0.94, 0.94], [-0.45, -0.28, -0.54], [0.38, 0.76, -0.34], [-0.14, -0.30, 0.32], [0.23, -0.31, 0.35], [0.19, 0.37, -0.05], [-0.11, -0.30, 0.13], [-0.01, -0.14, -0.27], [-0.18, -0.36, -0.47], [-0.15, -0.03, 0.19], [-0.06, -0.16, -0.02], [-0.15, -0.13, -0.19], [-0.09, -0.30, -0.11], [0.37, 0.17, -0.20], [-0.27, 0.09, -0.21], [0.03, -0.30, 0.55], [-0.12, 0.15, -0.34], [-0.64, 0.00, 0.29], [-0.02, 0.09, 0.02], [0.02, 0.11, 0.04], [0.03, 0.04, 0.07], [0.06, -0.15, -0.08], [0.37, 0.01, 0.07], [0.22, 0.12, -0.08], [0.48, 0.45, -0.14], [-0.34, 0.03, -0.23], [0.31, -0.24, 0.23], [0.16, 0.08, 0.02], [-0.86, 0.23, -0.75], [0.36, 0.07, 0.74], [-0.07, -0.26, 0.18], [0.03, -0.23, -0.07], [-0.11, 0.05, 0.13], [0.01, -0.19, 0.32], [0.04, 0.16, 0.26], [0.01, -0.04, -0.58], [0.04, 0.02, 0.49], [-0.23, -0.22, -0.04], [0.19, -0.09, -0.12], [-0.06, 0.03, 0.03], [-0.17, -0.22, 0.04], [-0.66, 0.12, -0.26], [-0.23, -0.02, 0.19], [0.26, -0.09, -0.32], [0.22, 0.29, -0.19], [0.36, 0.21, 0.12], [0.28, 0.00, -0.16], [0.01, -0.12, 0.25]], "mulliken_charge": [1.92, -0.43, -0.49, -0.46, -0.61, -0.48, -0.42, -0.92, -0.15, 0.70, -0.63, 0.09, -0.31, 0.24, 0.29, 0.41, 0.37, -0.50, 0.43, -0.51, -0.31, 0.82, -0.58, -0.30, -0.80, 0.12, 0.14, 0.48, 0.26, 0.29, 0.33, -0.48, -0.41, 0.69, -0.59, 0.34, -0.77, 0.39, 0.07, 0.16, 0.31, 0.16, 0.24, -0.35, -0.34, 0.90, -0.55, -0.40, -0.56, -0.09, 0.31, 0.32, 0.15, 0.25, 0.33, -0.67, -0.37, 0.76, -0.58, -0.32, -0.87, 0.22, 0.35, 0.25, 0.54, 0.34, 0.29, -0.58, -0.29, 0.88, -0.61, -0.25, -0.74, 0.10, 0.31, 0.33, 0.25, 0.26, 0.36]}



No. 3
{"formula": "C4H9Cl6NiOY", "method": "ωB97M-V/def2-TZVPD", "s_squared": 3.764, "multiplicity": 4, "charge": 5, "homo_energy_ev": [-24.8, -24.7], "elements": ["Y", "Ni", "C", "O", "H", "H", "H", "C", "Cl", "Cl", "H", "H", "C", "Cl", "Cl", "H", "H", "C", "Cl", "Cl", "H", "H"], "coordinates": [[-7.61340, 8.69183, -1.16924], [-6.29160, 5.39851, -1.82509], [-7.92270, 6.05133, 1.01350], [-7.39233, 6.38955, -0.24987], [-8.63550, 5.23451, 0.90031], [-7.07949, 5.73800, 1.62907], [-8.42076, 6.90123, 1.48008], [-10.11121, 3.49022, -2.31897], [-8.33082, 3.60936, -2.34505], [-10.75341, 4.37236, -0.85288], [-10.57285, 4.00929, -3.15894], [-10.39298, 2.43753, -2.29541], [-4.12170, 4.05511, 1.25430], [-3.29523, 5.51995, 0.68591], [-5.32605, 3.49101, 0.07472], [-3.37753, 3.29172, 1.48131], [-4.67116, 4.29156, 2.16550], [-11.91517, 8.57596, 0.25202], [-12.87448, 9.43390, -0.94960], [-10.16524, 8.84357, 0.00329], [-12.16042, 9.01836, 1.21754], [-12.14078, 7.51092, 0.19815]], "forces_ev_per_angstrom": [[-1.57, -2.31, 2.07], [-0.61, -0.30, 1.07], [0.12, -0.55, 0.79], [0.72, 3.98, -3.90], [0.07, -0.04, 0.16], [-0.31, -0.08, 0.31], [0.01, -0.04, 0.10], [1.43, 0.96, 1.48], [-0.74, -0.34, -0.37], [-0.31, -1.12, -1.10], [-0.38, 0.23, -0.49], [-0.43, -0.44, 0.17], [-0.51, 0.84, -2.04], [0.12, -0.95, 0.91], [0.53, -0.02, 0.41], [0.54, -0.46, 0.16], [0.05, 0.30, 0.82], [-4.09, 0.48, -0.78], [0.70, -0.54, 0.57], [3.64, 0.36, -0.62], [0.56, -0.06, 0.21], [0.46, 0.10, 0.06]], "mulliken_spin": [-0.01, 0.99, 0.00, 0.02, 0.00, 0.00, 0.00, -0.02, 0.06, 0.82, 0.08, 0.05, -0.01, 0.74, 0.11, 0.06, 0.09, 0.00, 0.01, 0.00, 0.00, 0.00]}